# 1
{"formula": "C63H140N8O11", "method": "ωB97M-V/def2-TZVPD", "species": ["C", "C", "C", "C", "C", "C", "C", "C", "C", "N", "O", "H", "H", "H", "H", "H", "H", "H", "H", "H", "H", "H", "H", "H", "H", "H", "H", "H", "H", "H", "C", "C", "C", "C", "C", "C", "C", "C", "C", "N", "O", "H", "H", "H", "H", "H", "H", "H", "H", "H", "H", "H", "H", "H", "H", "H", "H", "H", "H", "H", "C", "C", "C", "C", "C", "C", "C", "C", "C", "N", "O", "H", "H", "H", "H", "H", "H", "H", "H", "H", "H", "H", "H", "H", "H", "H", "H", "H", "H", "H", "C", "C", "C", "C", "C", "C", "C", "C", "C", "N", "O", "H", "H", "H", "H", "H", "H", "H", "H", "H", "H", "H", "H", "H", "H", "H", "H", "H", "H", "H", "C", "C", "C", "C", "C", "C", "C", "C", "C", "N", "O", "H", "H", "H", "H", "H", "H", "H", "H", "H", "H", "H", "H", "H", "H", "H", "H", "H", "H", "H", "C", "O", "C", "C", "N", "C", "C", "O", "C", "H", "H", "H", "H", "H", "H", "H", "H", "H", "H", "H", "H", "H", "H", "H", "C", "O", "C", "C", "N", "C", "C", "O", "C", "H", "H", "H", "H", "H", "H", "H", "H", "H", "H", "H", "H", "H", "H", "H", "C", "O", "C", "C", "N", "C", "C", "O", "C", "H", "H", "H", "H", "H", "H", "H", "H", "H", "H", "H", "H", "H", "H", "H"], "positions_angstrom": [[4.71, 13.26, -22.47], [6.09, 13.95, -22.21], [6.30, 14.19, -20.70], [7.21, 12.92, -22.62], [7.56, 12.81, -24.14], [7.89, 14.23, -24.62], [6.74, 15.30, -24.40], [7.27, 16.76, -24.65], [5.55, 14.94, -25.41], [6.29, 15.25, -22.98], [5.37, 16.23, -22.60], [3.96, 14.04, -22.35], [4.61, 13.07, -23.53], [4.53, 12.38, -21.86], [7.27, 14.63, -20.42], [5.56, 14.85, -20.26], [6.22, 13.28, -20.12], [8.12, 13.22, -22.10], [6.97, 11.90, -22.30], [8.45, 12.18, -24.21], [6.77, 12.34, -24.72], [8.14, 14.10, -25.67], [8.78, 14.53, -24.05], [6.46, 17.45, -24.89], [8.12, 16.83, -25.32], [7.77, 16.99, -23.71], [5.76, 15.25, -26.43], [4.58, 15.38, -25.18], [5.45, 13.85, -25.46], [5.81, 16.98, -22.18], [3.68, 19.13, -25.98], [2.51, 18.63, -26.96], [2.42, 17.06, -26.98], [1.15, 19.12, -26.34], [0.92, 20.57, -26.56], [1.05, 20.92, -28.07], [2.29, 20.47, -28.84], [1.90, 20.41, -30.33], [3.36, 21.48, -28.47], [2.64, 19.09, -28.38], [3.69, 18.57, -29.13], [3.97, 20.17, -26.08], [3.46, 18.96, -24.93], [4.59, 18.62, -26.29], [1.53, 16.86, -27.59], [3.34, 16.61, -27.36], [2.19, 16.75, -25.96], [0.34, 18.50, -26.74], [1.31, 19.05, -25.27], [-0.08, 20.83, -26.21], [1.62, 21.15, -25.96], [1.06, 22.01, -28.10], [0.25, 20.52, -28.70], [1.42, 19.47, -30.59], [2.78, 20.27, -30.96], [1.37, 21.28, -30.71], [4.31, 20.96, -28.60], [3.34, 21.76, -27.41], [3.34, 22.31, -29.18], [3.25, 17.88, -29.63], [7.84, 24.12, -21.15], [7.60, 22.69, -21.73], [7.79, 21.68, -20.59], [6.16, 22.59, -22.19], [5.78, 21.53, -23.15], [6.74, 21.39, -24.30], [8.27, 21.39, -23.89], [8.67, 19.95, -23.46], [8.98, 21.81, -25.23], [8.51, 22.47, -22.92], [9.82, 22.40, -22.60], [7.65, 24.80, -21.99], [7.11, 24.31, -20.36], [8.88, 24.33, -20.90], [7.47, 22.08, -19.64], [7.37, 20.71, -20.86], [8.85, 21.45, -20.46], [5.47, 22.46, -21.36], [5.97, 23.54, -22.69], [5.72, 20.57, -22.64], [4.72, 21.61, -23.40], [6.52, 22.18, -25.02], [6.42, 20.47, -24.79], [7.83, 19.52, -22.91], [9.57, 19.98, -22.85], [8.94, 19.28, -24.28], [8.47, 22.62, -25.75], [8.88, 20.93, -25.88], [10.03, 22.11, -25.12], [10.27, 22.93, -23.25], [1.71, 22.81, -21.28], [1.19, 23.12, -19.84], [0.52, 24.54, -19.91], [0.25, 21.94, -19.52], [-0.02, 21.84, -18.00], [1.26, 21.73, -17.20], [2.30, 22.94, -17.43], [1.80, 24.14, -16.71], [3.62, 22.45, -16.86], [2.39, 23.13, -18.89], [3.38, 24.09, -19.32], [2.22, 21.85, -21.39], [0.89, 22.75, -21.99], [2.44, 23.58, -21.52], [1.25, 25.34, -20.01], [-0.30, 24.63, -20.62], [0.02, 24.81, -18.98], [-0.66, 22.13, -20.09], [0.62, 20.98, -19.89], [-0.50, 22.73, -17.59], [-0.60, 20.93, -17.86], [1.65, 20.74, -17.44], [1.09, 21.59, -16.13], [0.84, 24.49, -17.10], [2.51, 24.96, -16.66], [1.55, 23.94, -15.67], [3.82, 21.45, -17.24], [3.67, 22.53, -15.77], [4.44, 23.06, -17.22], [3.17, 24.87, -18.80], [0.97, 16.52, -15.49], [2.18, 16.41, -16.43], [3.09, 17.67, -16.12], [3.03, 15.20, -16.00], [2.38, 13.88, -16.48], [2.32, 13.94, -18.01], [1.49, 15.08, -18.58], [1.86, 15.27, -20.08], [-0.05, 14.78, -18.37], [1.92, 16.31, -17.87], [1.31, 17.42, -18.41], [0.40, 17.43, -15.67], [0.19, 15.78, -15.69], [1.19, 16.49, -14.42], [4.11, 17.54, -16.51], [2.68, 18.62, -16.45], [3.23, 17.77, -15.05], [4.03, 15.29, -16.41], [3.16, 15.20, -14.92], [3.08, 13.13, -16.11], [1.39, 13.96, -16.04], [1.83, 13.01, -18.29], [3.32, 13.93, -18.46], [2.85, 15.65, -20.32], [1.23, 15.93, -20.66], [1.85, 14.28, -20.55], [-0.22, 14.35, -17.39], [-0.36, 13.93, -18.98], [-0.69, 15.61, -18.69], [1.96, 17.82, -19.00], [0.37, 19.94, -22.90], [1.70, 19.65, -22.59], [1.92, 18.44, -21.87], [3.34, 18.51, -21.24], [3.33, 19.42, -20.08], [4.72, 19.81, -19.78], [5.73, 18.70, -19.47], [6.29, 18.40, -20.77], [7.57, 17.83, -20.61], [-0.08, 19.05, -23.35], [0.32, 20.81, -23.55], [-0.21, 20.16, -22.01], [2.04, 17.61, -22.57], [1.06, 18.25, -21.22], [4.09, 18.76, -21.98], [3.51, 17.50, -20.85], [2.81, 20.18, -20.50], [4.72, 20.52, -18.96], [5.18, 20.37, -20.59], [5.34, 17.81, -18.99], [6.50, 19.11, -18.82], [7.59, 17.25, -19.69], [8.44, 18.45, -20.86], [7.61, 17.07, -21.39], [-1.31, 23.57, -23.57], [-1.97, 24.54, -24.41], [-2.58, 23.98, -25.55], [-3.83, 24.78, -25.98], [-4.99, 24.69, -25.06], [-6.29, 25.24, -25.54], [-7.34, 25.44, -24.40], [-7.81, 24.15, -24.01], [-8.54, 24.19, -22.73], [-0.71, 22.93, -24.22], [-2.01, 22.90, -23.06], [-0.74, 24.08, -22.80], [-2.85, 22.94, -25.34], [-1.76, 23.90, -26.27], [-4.11, 24.49, -26.99], [-3.58, 25.83, -26.12], [-5.07, 23.86, -24.49], [-6.79, 24.72, -26.35], [-6.05, 26.25, -25.86], [-8.22, 26.00, -24.73], [-6.86, 26.02, -23.61], [-8.83, 23.17, -22.47], [-9.39, 24.86, -22.91], [-7.99, 24.60, -21.89], [11.64, 19.16, -20.86], [11.01, 19.24, -19.56], [11.41, 18.19, -18.79], [10.57, 18.01, -17.56], [10.68, 19.22, -16.75], [10.15, 19.04, -15.38], [8.57, 19.05, -15.42], [8.01, 20.13, -16.19], [6.66, 20.42, -15.91], [12.72, 19.10, -20.79], [11.22, 19.97, -21.47], [11.42, 18.24, -21.40], [12.47, 18.33, -18.60], [11.21, 17.30, -19.39], [11.04, 17.18, -17.03], [9.52, 17.79, -17.75], [9.97, 19.81, -17.17], [10.48, 19.90, -14.80], [10.45, 18.15, -14.81], [8.25, 19.08, -14.37], [8.27, 18.06, -15.76], [6.51, 20.76, -14.89], [6.12, 19.48, -16.02], [6.16, 21.07, -16.62]], "relative_energy_kj_mol": 0.0, "orbital_gap_ev": 8.51, "total_charge": 0, "smiles": "CC1(C)CCCC(C)(C)N1O.CC1(C)CCCC(C)(C)N1O.CC1(C)CCCC(C)(C)N1O.CC1(C)CCCC(C)(C)N1O.CC1(C)CCCC(C)(C)N1O.COCCNCCOC.COCCNCCOC.COCCNCCOC"}

---

# 2
{"formula": "C63H142N8O11", "method": "ωB97M-V/def2-TZVPD", "species": ["C", "C", "C", "C", "C", "C", "C", "C", "C", "N", "O", "H", "H", "H", "H", "H", "H", "H", "H", "H", "H", "H", "H", "H", "H", "H", "H", "H", "H", "H", "C", "C", "C", "C", "C", "C", "C", "C", "C", "N", "O", "H", "H", "H", "H", "H", "H", "H", "H", "H", "H", "H", "H", "H", "H", "H", "H", "H", "H", "H", "C", "C", "C", "C", "C", "C", "C", "C", "C", "N", "O", "H", "H", "H", "H", "H", "H", "H", "H", "H", "H", "H", "H", "H", "H", "H", "H", "H", "H", "H", "C", "C", "C", "C", "C", "C", "C", "C", "C", "N", "O", "H", "H", "H", "H", "H", "H", "H", "H", "H", "H", "H", "H", "H", "H", "H", "H", "H", "H", "H", "C", "C", "C", "C", "C", "C", "C", "C", "C", "N", "O", "H", "H", "H", "H", "H", "H", "H", "H", "H", "H", "H", "H", "H", "H", "H", "H", "H", "H", "H", "C", "C", "C", "C", "C", "C", "C", "C", "C", "N", "O", "H", "H", "H", "H", "H", "H", "H", "H", "H", "H", "H", "H", "H", "H", "H", "H", "H", "H", "H", "N", "C", "N", "O", "H", "H", "H", "H", "C", "C", "O", "H", "H", "H", "H", "H", "H", "C", "C", "O", "H", "H", "H", "H", "H", "H", "C", "C", "O", "H", "H", "H", "H", "H", "H", "C", "C", "O", "H", "H", "H", "H", "H", "H"], "positions_angstrom": [[9.41, -1.39, -2.94], [8.09, -0.62, -2.57], [8.60, 0.48, -1.63], [7.60, -0.08, -3.91], [6.23, 0.57, -3.84], [5.24, -0.54, -3.31], [5.69, -1.07, -1.93], [5.42, -0.08, -0.83], [4.82, -2.35, -1.77], [7.09, -1.58, -2.01], [7.50, -2.22, -0.87], [9.50, -2.18, -2.20], [9.38, -1.78, -3.93], [10.28, -0.76, -2.90], [8.98, 0.09, -0.64], [9.29, 1.12, -2.10], [7.77, 1.13, -1.33], [8.32, 0.66, -4.29], [7.60, -0.86, -4.71], [6.20, 1.50, -3.23], [5.94, 0.88, -4.86], [5.35, -1.30, -4.09], [4.22, -0.16, -3.22], [4.40, -0.07, -0.44], [5.67, 0.95, -1.08], [6.06, -0.30, 0.03], [3.77, -2.05, -1.81], [5.03, -2.89, -0.83], [4.95, -3.03, -2.61], [7.44, -1.54, -0.14], [-7.03, 4.72, 1.61], [-5.57, 4.28, 1.37], [-5.15, 4.60, -0.01], [-4.61, 4.96, 2.32], [-4.57, 4.46, 3.72], [-4.43, 2.93, 3.73], [-5.52, 2.23, 2.92], [-5.05, 0.76, 2.84], [-6.87, 2.37, 3.62], [-5.43, 2.77, 1.51], [-6.39, 2.20, 0.66], [-7.18, 5.65, 1.08], [-7.63, 3.94, 1.12], [-7.28, 4.81, 2.66], [-5.25, 5.66, -0.13], [-4.14, 4.26, -0.21], [-5.77, 4.24, -0.82], [-3.57, 4.94, 1.96], [-4.83, 6.05, 2.29], [-3.79, 4.99, 4.26], [-5.55, 4.78, 4.22], [-4.48, 2.54, 4.75], [-3.44, 2.77, 3.31], [-5.11, 0.33, 3.84], [-4.02, 0.71, 2.48], [-5.70, 0.11, 2.20], [-7.69, 2.44, 2.90], [-6.95, 3.26, 4.28], [-7.04, 1.47, 4.24], [-5.82, 1.67, 0.10], [-4.58, -7.57, -0.36], [-3.22, -7.25, -0.96], [-2.45, -8.53, -1.12], [-3.46, -6.50, -2.30], [-2.18, -5.85, -2.93], [-1.67, -4.82, -1.86], [-1.35, -5.54, -0.54], [-0.16, -6.46, -0.58], [-1.15, -4.44, 0.46], [-2.59, -6.29, -0.08], [-2.31, -6.88, 1.20], [-4.46, -7.98, 0.62], [-5.24, -6.72, -0.28], [-5.08, -8.33, -0.99], [-1.69, -8.44, -1.94], [-1.90, -8.74, -0.24], [-3.14, -9.36, -1.25], [-3.95, -7.16, -3.01], [-4.16, -5.65, -2.13], [-1.47, -6.63, -3.12], [-2.34, -5.35, -3.89], [-2.47, -4.08, -1.79], [-0.75, -4.28, -2.08], [-0.32, -7.16, 0.25], [0.66, -5.86, -0.28], [0.00, -6.96, -1.54], [-0.98, -4.82, 1.46], [-1.94, -3.71, 0.50], [-0.32, -3.80, 0.13], [-2.85, -6.41, 1.86], [-2.89, -2.20, 4.70], [-1.57, -1.44, 4.99], [-0.45, -2.46, 4.94], [-1.41, -0.35, 3.95], [-0.37, 0.66, 4.32], [-0.65, 1.23, 5.67], [-0.84, 0.19, 6.81], [0.48, -0.41, 7.24], [-1.47, 0.97, 7.95], [-1.77, -0.82, 6.33], [-1.88, -1.88, 7.25], [-3.76, -1.54, 4.78], [-2.88, -2.59, 3.67], [-3.05, -3.07, 5.38], [-0.50, -3.14, 4.07], [0.56, -2.02, 5.00], [-0.47, -3.10, 5.82], [-1.24, -0.86, 3.00], [-2.32, 0.25, 3.91], [0.60, 0.13, 4.22], [-0.40, 1.44, 3.56], [-1.63, 1.72, 5.59], [0.09, 1.95, 5.98], [1.10, 0.32, 7.77], [1.08, -0.85, 6.42], [0.26, -1.19, 7.96], [-2.40, 1.49, 7.70], [-0.84, 1.80, 8.24], [-1.63, 0.42, 8.87], [-2.70, -1.69, 7.74], [-0.20, -1.39, -1.26], [0.30, 0.01, -1.38], [1.81, 0.04, -1.33], [-0.14, 0.80, -2.69], [-1.62, 1.14, -2.78], [-1.99, 1.98, -1.57], [-1.66, 1.26, -0.27], [-1.77, 2.33, 0.87], [-2.63, 0.15, 0.03], [-0.17, 0.87, -0.27], [0.04, 0.14, 0.96], [-0.09, -1.67, -0.21], [-1.20, -1.54, -1.65], [0.55, -2.01, -1.77], [2.26, 1.04, -1.34], [2.20, -0.57, -0.53], [2.13, -0.43, -2.27], [0.48, 1.69, -2.71], [0.08, 0.11, -3.50], [-1.97, 1.68, -3.66], [-2.28, 0.25, -2.74], [-3.03, 2.32, -1.59], [-1.37, 2.88, -1.70], [-2.80, 2.68, 0.83], [-1.09, 3.15, 0.75], [-1.58, 1.90, 1.87], [-2.77, -0.51, -0.84], [-3.60, 0.50, 0.36], [-2.26, -0.52, 0.80], [0.64, 0.69, 1.48], [2.81, 2.66, 1.24], [3.76, 2.96, 2.33], [3.37, 2.17, 3.64], [5.20, 2.55, 1.99], [5.91, 3.40, 0.97], [5.95, 4.81, 1.44], [4.61, 5.38, 1.82], [4.88, 6.62, 2.66], [3.81, 5.76, 0.58], [3.86, 4.43, 2.69], [2.55, 4.82, 2.94], [3.14, 2.90, 0.21], [2.62, 1.61, 1.20], [1.82, 3.16, 1.35], [3.69, 1.16, 3.41], [3.88, 2.60, 4.53], [2.30, 2.01, 3.81], [5.77, 2.54, 2.90], [5.09, 1.52, 1.63], [6.94, 3.07, 0.80], [5.36, 3.32, 0.05], [6.45, 5.50, 0.74], [6.51, 4.90, 2.40], [3.91, 7.04, 3.04], [5.33, 7.41, 2.05], [5.49, 6.44, 3.56], [3.79, 6.81, 0.30], [2.75, 5.51, 0.71], [4.15, 5.33, -0.37], [2.53, 4.88, 3.90], [-5.05, 2.26, -4.06], [-5.78, 1.71, -3.01], [-7.11, 1.56, -3.34], [-5.28, 1.32, -2.00], [-5.46, 2.89, -4.70], [-4.08, 2.41, -3.84], [-7.73, 1.38, -2.57], [-7.50, 2.04, -4.13], [-0.59, -2.80, -4.97], [-1.39, -2.33, -6.21], [-1.31, -0.87, -6.27], [-1.01, -2.35, -4.07], [0.43, -2.48, -5.07], [-0.57, -3.87, -4.77], [-2.42, -2.67, -6.01], [-0.99, -2.78, -7.14], [-2.11, -0.42, -5.98], [2.08, -2.45, 1.90], [3.06, -1.31, 2.14], [4.47, -1.77, 2.02], [2.44, -3.17, 1.16], [1.11, -2.07, 1.56], [1.90, -3.02, 2.80], [2.90, -0.87, 3.16], [2.90, -0.54, 1.38], [4.55, -2.59, 2.51], [-2.87, 2.21, -6.99], [-3.87, 1.08, -7.21], [-3.77, 0.20, -6.10], [-1.81, 1.89, -6.94], [-3.12, 2.75, -6.09], [-2.95, 2.92, -7.80], [-3.68, 0.51, -8.13], [-4.90, 1.37, -7.24], [-4.48, 0.18, -5.42], [2.68, -1.29, -6.57], [2.24, -0.19, -5.62], [1.23, 0.67, -6.15], [3.01, -0.90, -7.55], [1.88, -2.00, -6.76], [3.54, -1.81, -6.16], [3.07, 0.47, -5.38], [1.94, -0.60, -4.65], [0.37, 0.27, -5.98]], "orbital_gap_ev": 8.47, "total_charge": 0, "smiles": "CC1(C)CCCC(C)(C)N1O.CC1(C)CCCC(C)(C)N1O.CC1(C)CCCC(C)(C)N1O.CC1(C)CCCC(C)(C)N1O.CC1(C)CCCC(C)(C)N1O.CC1(C)CCCC(C)(C)N1O.NC(N)=O.CCO.CCO.CCO.CCO"}